No. 1
{
  "formula": "C40H36AsB2BrF4N6O6Tc",
  "method": "ωB97M-V/def2-TZVPD",
  "homo_energy_ev": [-17.363, -17.336],
  "multiplicity": 4,
  "gap_ha": [0.228, 0.144],
  "charge": 4,
  "elements": ["Tc", "C", "C", "N", "O", "B", "F", "F", "O", "N", "C", "C", "C", "N", "O", "B", "F", "F", "O", "N", "C", "C", "C", "H", "H", "H", "H", "H", "H", "H", "H", "H", "H", "H", "H", "C", "O", "C", "C", "C", "Br", "C", "C", "C", "O", "C", "N", "C", "C", "C", "C", "C", "C", "N", "H", "H", "H", "H", "H", "H", "H", "H", "H", "H", "H", "C", "C", "C", "C", "C", "C", "As", "C", "C", "C", "C", "C", "C", "C", "C", "C", "C", "C", "C", "H", "H", "H", "H", "H", "H", "H", "H", "H", "H", "H", "H", "H"],
  "coordinates": [[-0.66542, -1.37747, -0.74784], [-3.46372, 0.05330, -3.51229], [-2.49729, -0.11675, -2.40059], [-1.32212, -0.66491, -2.54184], [-0.92050, -0.97454, -3.76863], [0.56943, -1.03615, -3.88633], [1.09401, 0.17415, -3.32772], [0.96170, -1.25923, -5.13319], [0.98841, -2.18242, -2.96264], [1.07244, -1.74406, -1.70485], [2.23021, -1.55846, -1.15147], [3.49814, -2.03007, -1.75326], [2.09784, -0.81297, 0.07665], [0.85902, -0.51086, 0.33533], [0.67197, 0.28619, 1.39578], [-0.68231, 0.68351, 1.89664], [-0.49994, 1.75896, 2.69762], [-1.24057, -0.41397, 2.59382], [-1.58830, 1.07689, 0.80015], [-1.66471, 0.29038, -0.28013], [-2.69541, 0.45184, -1.06918], [-3.89027, 1.25505, -0.71457], [3.25100, -0.38401, 0.90972], [-3.19150, -0.57357, -4.35657], [-3.46824, 1.09209, -3.85633], [-4.47656, -0.18533, -3.18699], [3.31788, -2.39003, -2.76198], [3.91039, -2.85153, -1.16148], [4.24982, -1.24075, -1.77703], [-3.82209, 1.61133, 0.30840], [-4.79186, 0.64860, -0.82515], [-4.00037, 2.10399, -1.39411], [4.08263, -0.07527, 0.27728], [3.60449, -1.22383, 1.51421], [2.96780, 0.42046, 1.58093], [-0.80657, -4.41852, -2.35612], [-0.88681, -3.73461, -1.07915], [-0.93165, -4.54598, 0.03433], [-0.94357, -5.92829, -0.02020], [-1.03864, -6.65953, 1.15617], [-1.06741, -8.54662, 1.06746], [-1.11349, -6.02859, 2.37968], [-1.05937, -4.63440, 2.45508], [-0.98732, -3.89265, 1.26152], [-1.00318, -2.50034, 1.17755], [-1.12535, -4.05402, 3.79158], [-1.81484, -4.63682, 4.77781], [-1.66457, -3.87988, 5.86299], [-2.18703, -4.03297, 7.18059], [-1.98019, -3.01627, 8.07474], [-1.25636, -1.86696, 7.70708], [-0.73385, -1.68884, 6.40489], [-0.86885, -2.73105, 5.53530], [-0.54696, -2.89132, 4.19655], [0.09806, -5.02250, -2.40970], [-0.77000, -3.65878, -3.12638], [-1.68898, -5.04017, -2.50107], [-0.90892, -6.46423, -0.95753], [-1.20788, -6.59930, 3.29319], [-1.31705, -2.05719, 1.98906], [-2.67724, -4.95406, 7.46894], [-2.34405, -3.11124, 9.08807], [-1.09663, -1.09125, 8.44466], [-0.31071, -0.74163, 6.09595], [0.11442, -2.31796, 3.69908], [-0.76406, 4.75229, -5.49484], [-1.50034, 4.89532, -4.31333], [-1.13581, 4.18859, -3.18730], [0.02487, 3.40001, -3.23708], [0.74441, 3.21890, -4.42706], [0.37300, 3.94222, -5.54150], [0.67571, 2.58149, -1.60455], [2.54797, 3.05608, -1.42434], [3.60499, 2.64227, -2.19293], [4.88968, 3.14349, -1.91636], [5.10426, 4.01385, -0.84275], [4.05274, 4.40897, -0.04702], [2.74874, 3.93413, -0.31700], [1.57313, 4.30348, 0.40409], [1.55344, 5.10822, 1.56725], [0.35169, 5.43783, 2.14462], [-0.84822, 5.01011, 1.56493], [-0.84858, 4.19119, 0.42224], [0.34187, 3.82930, -0.14793], [-1.10815, 5.24308, -6.39684], [-2.36040, 5.55077, -4.27996], [-1.70553, 4.29781, -2.27379], [1.58300, 2.53733, -4.47602], [0.94705, 3.85301, -6.45389], [3.45959, 1.94327, -3.00739], [5.72196, 2.85168, -2.54441], [6.10185, 4.37980, -0.64002], [4.22516, 5.10107, 0.76617], [2.47734, 5.46308, 2.00324], [0.33032, 6.02638, 3.05168], [-1.79071, 5.29443, 2.01487], [-1.79201, 3.84598, 0.02273]],
  "atomic_forces_ev_per_a": [[0.293, -1.189, 0.978], [-0.038, 0.093, -0.093], [0.110, -0.347, -0.470], [0.255, 0.120, 0.146], [-0.386, -0.005, -0.307], [0.289, 0.318, 0.722], [0.003, -0.190, -0.189], [-0.172, -0.199, -0.150], [0.505, -0.057, -0.286], [-0.342, 0.470, -0.002], [-0.341, -0.396, -0.406], [0.111, 0.093, -0.137], [-0.167, 0.130, 0.386], [-0.282, -0.102, -0.073], [0.125, 0.110, 0.129], [0.127, -0.268, 0.089], [-0.002, 0.029, -0.070], [-0.070, -0.119, 0.061], [-0.227, 0.241, -0.011], [0.123, -0.041, -0.328], [-0.017, 0.065, 0.431], [0.010, 0.050, 0.035], [0.016, 0.026, 0.001], [-0.006, -0.022, 0.029], [-0.007, 0.003, 0.022], [0.009, 0.005, 0.033], [0.042, 0.011, 0.001], [-0.022, 0.030, 0.065], [-0.017, 0.015, 0.025], [-0.033, 0.005, -0.014], [0.010, -0.012, -0.040], [-0.004, -0.016, -0.021], [0.011, -0.005, 0.009], [0.003, -0.016, -0.024], [0.034, 0.007, -0.018], [-0.103, -0.205, -0.571], [0.080, 0.964, -0.162], [-0.053, -0.032, 0.627], [-0.020, -0.085, -0.119], [0.015, -0.557, -0.039], [-0.008, 0.425, 0.018], [-0.011, 0.056, 0.087], [0.012, 0.381, -0.373], [0.030, -0.371, -0.104], [0.120, -0.124, -0.129], [0.147, 0.562, 0.007], [-0.220, -0.640, 0.385], [0.520, 0.263, -0.549], [-0.084, -0.119, 0.412], [0.030, -0.410, 0.014], [-0.091, 0.019, -0.074], [0.172, 0.072, -0.425], [-0.498, 0.412, 0.484], [-0.120, -0.190, -0.182], [0.011, 0.066, 0.097], [-0.032, 0.046, 0.102], [-0.018, 0.034, 0.152], [0.026, 0.051, 0.008], [0.010, 0.004, -0.016], [0.094, 0.390, -0.072], [-0.147, 0.066, -0.099], [-0.006, 0.032, 0.002], [-0.033, 0.042, -0.028], [0.218, -0.059, 0.177], [0.001, -0.013, -0.105], [-0.065, 0.022, -0.139], [-0.129, -0.102, 0.353], [-0.269, 0.218, -0.206], [0.378, -0.265, 0.844], [0.051, -0.012, -0.412], [0.193, -0.260, 0.100], [-0.083, 0.823, -0.334], [0.123, -0.316, -0.179], [-0.240, -0.093, -0.035], [-0.012, 0.035, 0.096], [0.036, 0.038, 0.021], [0.158, 0.003, 0.027], [-0.332, 0.102, 0.064], [0.264, -0.116, -0.334], [-0.067, 0.106, 0.147], [0.063, 0.029, 0.074], [0.084, 0.010, 0.065], [0.066, -0.168, -0.211], [-0.260, -0.120, 0.080], [0.071, 0.087, 0.020], [0.007, 0.011, -0.053], [0.020, 0.009, -0.010], [-0.008, 0.005, 0.008], [-0.041, 0.013, -0.027], [0.048, 0.025, -0.028], [0.008, -0.012, 0.009], [-0.004, 0.022, -0.030], [0.007, -0.027, 0.013], [-0.005, -0.008, 0.004], [-0.020, 0.062, -0.042], [0.000, 0.007, 0.006], [-0.029, -0.040, 0.061]]
}

---

No. 2
{
  "formula": "C40H36AsIN2O2PPt",
  "method": "ωB97M-V/def2-TZVPD",
  "homo_energy_ev": [-8.673, -10.332],
  "multiplicity": 3,
  "gap_ha": [0.191, 0.176],
  "charge": 1,
  "elements": ["Pt", "C", "C", "N", "C", "C", "C", "O", "C", "C", "N", "C", "C", "C", "C", "C", "C", "I", "C", "O", "H", "H", "H", "H", "H", "H", "H", "H", "H", "H", "H", "H", "C", "C", "As", "C", "C", "C", "C", "C", "C", "C", "C", "C", "C", "C", "C", "P", "C", "C", "C", "C", "C", "C", "C", "C", "C", "C", "C", "C", "H", "H", "H", "H", "H", "H", "H", "H", "H", "H", "H", "H", "H", "H", "H", "H", "H", "H", "H", "H", "H", "H", "H", "H"],
  "coordinates": [[-19.24012, -10.64929, -6.02521], [-19.29989, -11.61832, -1.31307], [-19.11198, -12.76378, -2.26256], [-18.96474, -13.95693, -1.71422], [-18.81613, -15.03150, -2.49004], [-18.89192, -15.06716, -3.86143], [-18.98529, -16.42233, -4.50599], [-18.14258, -16.64554, -5.64774], [-19.06643, -13.79641, -4.52575], [-19.31128, -13.66922, -5.90950], [-19.70368, -12.58139, -6.57044], [-20.51544, -12.76695, -7.70068], [-21.48117, -13.76366, -7.72275], [-22.26513, -13.94748, -8.81808], [-22.05248, -13.21928, -9.95692], [-21.15264, -12.15432, -9.95187], [-20.43806, -11.82892, -8.77094], [-19.35258, -10.03007, -8.61838], [-19.13440, -12.62622, -3.69992], [-19.17766, -11.34765, -4.08140], [-19.50687, -12.06411, -0.34743], [-20.07073, -10.89727, -1.64524], [-18.36463, -11.06398, -1.14034], [-18.69602, -15.93064, -1.91789], [-20.00864, -16.51526, -4.94323], [-18.82922, -17.13442, -3.67896], [-17.24655, -16.97184, -5.38673], [-19.22769, -14.61338, -6.42972], [-21.58691, -14.43330, -6.86934], [-23.06531, -14.66274, -8.79446], [-22.63735, -13.41415, -10.84544], [-21.05368, -11.54794, -10.83019], [-18.01398, -7.14149, -6.20983], [-18.19391, -5.78253, -5.48830], [-16.74525, -4.46085, -5.77986], [-17.07162, -3.52452, -4.07356], [-18.39255, -3.18129, -3.66200], [-18.64956, -2.57058, -2.45680], [-17.60473, -2.17486, -1.62845], [-16.29354, -2.36879, -2.05925], [-16.00373, -3.01759, -3.26949], [-15.11455, -5.32416, -5.19657], [-14.96339, -5.94281, -3.94857], [-13.73131, -6.46309, -3.55152], [-12.59768, -6.26732, -4.36478], [-12.74617, -5.63015, -5.56796], [-13.98294, -5.16752, -5.98322], [-19.06874, -8.46335, -5.37708], [-20.73497, -7.75773, -5.22477], [-21.24537, -6.90928, -6.22582], [-22.49299, -6.29134, -6.01339], [-23.21324, -6.58910, -4.85858], [-22.77555, -7.53711, -3.93886], [-21.54137, -8.14157, -4.13138], [-18.21124, -8.43660, -3.75847], [-18.54201, -7.61827, -2.65264], [-17.83998, -7.64367, -1.44543], [-16.67173, -8.42825, -1.36046], [-16.34351, -9.26247, -2.42143], [-17.11419, -9.27223, -3.58573], [-16.95658, -7.44221, -6.20088], [-18.34385, -7.05054, -7.24545], [-18.34956, -5.92814, -4.39942], [-19.10546, -5.25702, -5.80915], [-19.25865, -3.42814, -4.26800], [-19.66385, -2.32100, -2.18046], [-17.75731, -1.70488, -0.67007], [-15.49639, -1.99584, -1.45653], [-14.98527, -3.19721, -3.51831], [-15.80667, -5.97781, -3.25002], [-13.69098, -7.02976, -2.64102], [-11.64361, -6.64442, -4.04972], [-11.90592, -5.41478, -6.21528], [-14.04434, -4.70262, -6.96210], [-20.70347, -6.77723, -7.16261], [-22.86937, -5.58467, -6.75083], [-24.12558, -6.04351, -4.65340], [-23.41191, -7.78484, -3.10410], [-21.20180, -8.91242, -3.40989], [-19.42513, -6.95251, -2.74516], [-18.14191, -7.07274, -0.58729], [-16.01966, -8.33802, -0.49620], [-15.43718, -9.87267, -2.37271], [-16.90044, -10.01440, -4.36170]],
  "atomic_forces_ev_per_a": [[-0.027, -0.152, -0.561], [0.168, 0.229, -0.231], [-0.022, -0.245, -0.250], [0.151, 0.137, 0.711], [-0.213, 0.783, 0.875], [-0.110, 1.542, -1.476], [-0.223, 0.165, -0.836], [0.888, -0.285, 0.770], [-0.178, -0.629, -0.636], [0.336, -1.659, 0.661], [-0.217, 0.727, -0.189], [0.957, 1.797, 0.200], [0.522, -0.515, 0.668], [-0.505, -0.453, -0.351], [0.157, 0.864, -0.698], [0.438, 0.446, 1.209], [-1.333, -1.942, -1.087], [-0.138, -0.921, 1.052], [0.329, 2.485, 1.268], [-0.281, -1.504, -0.496], [-0.427, 0.027, 0.097], [0.414, -0.440, 0.210], [-0.115, -0.026, -0.464], [0.159, -0.583, 0.017], [0.550, -0.186, 0.575], [-0.155, -0.177, -0.648], [-1.173, 0.500, -0.109], [-0.182, 0.004, -0.457], [0.044, 0.385, -0.063], [-0.101, -0.361, 0.000], [0.055, 0.051, -0.033], [0.032, 0.265, -0.287], [-0.738, 0.249, 0.068], [-0.370, -0.470, 0.651], [-0.189, 0.597, 0.229], [-0.028, 1.334, 0.901], [0.813, -0.822, -0.670], [0.206, 0.613, 0.547], [0.606, -0.220, -0.468], [-0.562, -0.319, -0.708], [-1.997, -0.439, 0.134], [0.229, -0.214, 0.490], [0.013, -0.208, 0.172], [-0.158, 0.408, -0.867], [-0.879, -0.538, 0.789], [0.301, 0.550, -0.484], [-0.321, -0.125, -0.432], [1.236, 0.399, 0.828], [-0.285, -0.192, -0.037], [-0.522, -0.170, 0.698], [0.725, -0.479, -0.088], [-0.006, 0.413, -0.110], [0.218, 0.104, -0.594], [0.384, -0.168, 0.236], [-0.108, 0.297, 1.368], [-1.112, 0.354, -0.180], [0.842, -0.697, -0.874], [-0.580, 0.373, -0.310], [0.384, 0.214, -0.168], [0.028, -0.721, -0.308], [-0.365, -0.272, 0.081], [0.171, -0.018, -0.186], [0.397, 0.087, -0.600], [0.263, -0.285, -0.159], [0.161, -0.128, -0.157], [-0.126, -0.150, 0.018], [-0.262, 0.102, 0.041], [0.515, 0.092, 0.312], [0.617, -0.080, -0.326], [0.186, -0.204, -0.308], [0.253, 0.003, 0.382], [0.302, -0.072, 0.084], [0.162, -0.225, 0.102], [-0.133, 0.102, 0.096], [-0.033, 0.278, 0.316], [-0.010, -0.183, 0.208], [-0.105, -0.128, -0.118], [0.085, -0.096, 0.152], [-0.039, 0.646, -0.545], [0.616, -0.487, 0.199], [-0.180, 0.364, 0.004], [-0.210, -0.248, -0.011], [-0.393, 0.109, -0.013], [0.201, 0.344, 0.174]]
}